{"formula": "C41H81ClFNO13S2", "method": "ωB97M-V/def2-TZVPD", "symbols": ["C", "H", "H", "O", "H", "H", "O", "C", "H", "C", "H", "C", "H", "C", "H", "H", "H", "H", "O", "H", "H", "C", "H", "H", "H", "C", "H", "F", "H", "H", "H", "C", "H", "H", "C", "H", "C", "H", "H", "H", "H", "H", "H", "C", "H", "H", "C", "H", "C", "H", "O", "O", "C", "H", "C", "H", "C", "H", "C", "C", "C", "H", "H", "H", "C", "H", "H", "H", "C", "H", "C", "C", "C", "C", "C", "C", "H", "H", "C", "H", "O", "S", "H", "H", "H", "H", "H", "H", "O", "C", "H", "H", "H", "H", "H", "H", "O", "C", "H", "H", "C", "H", "O", "H", "C", "C", "H", "H", "H", "C", "H", "H", "S", "H", "O", "H", "H", "H", "H", "O", "H", "H", "C", "H", "C", "O", "O", "C", "H", "Cl", "H", "H", "H", "N", "C", "H", "C", "C", "H", "C"], "xyz": [[-2.8834, -5.3358, 1.9576], [-2.7650, 2.7526, -2.9790], [-3.2461, -7.8208, -6.0426], [-1.3368, 5.1576, -2.8526], [1.1543, -3.8176, -1.8895], [-1.3135, 4.5339, -0.9503], [-1.4221, 6.4287, -4.6426], [-2.1116, 2.9329, -2.1234], [-0.6162, 2.3638, 1.9500], [-2.8697, -2.6151, 0.1155], [-4.9560, -3.5129, -3.0284], [-2.3923, -6.4592, 1.0455], [3.3576, -3.6458, 0.2056], [4.9542, 2.1447, 6.2466], [4.6999, 7.3195, -5.4751], [-4.9957, 0.0140, 3.0194], [3.4208, 3.0687, -0.6740], [-4.5783, -1.7238, -1.6387], [1.5796, 2.7708, 1.4755], [-1.7686, -5.1205, -0.5505], [-1.0624, -2.5121, 4.2854], [-2.4119, -6.5298, -2.7727], [-2.8373, -3.7074, -0.0213], [1.6865, -3.6655, 0.8349], [-4.8188, -7.0220, -6.1766], [2.0916, 8.9222, -4.1543], [-2.9343, 4.8619, -1.5340], [2.4274, -2.8572, 2.9192], [-3.5121, -1.1108, -2.9060], [3.9472, 4.5491, 0.1354], [-0.8836, 0.6471, 2.2782], [2.0592, 3.6676, 0.8342], [-1.1312, 2.5166, -2.3540], [7.9765, 2.3950, 5.5822], [-3.4195, -2.6255, 3.0846], [-3.5415, -3.1724, -4.0287], [-3.9377, -6.5891, -3.0254], [1.1036, 6.7143, 0.3130], [2.7466, -4.5811, -1.8671], [5.2844, 0.7702, 7.8182], [-3.7395, -4.8293, 1.4848], [-2.9482, -7.3950, 1.1751], [-0.6031, 0.6682, 0.1453], [1.8322, 5.8785, -1.5259], [-1.3284, -4.6296, 3.2652], [0.8676, 8.8145, -5.9144], [-2.7055, 1.7787, 2.2778], [-3.4959, -3.3427, 3.9133], [-3.8887, -3.2571, -2.9919], [-1.1793, -1.0694, 3.2454], [0.2847, -2.4348, 2.7002], [5.3718, 3.3167, 5.7199], [-3.6682, -1.9463, -2.2116], [-2.0055, -5.5175, -2.9329], [-2.0146, 5.7094, -3.8783], [1.1759, -2.9977, 4.4615], [-0.7421, -7.4506, -1.2938], [-4.4439, -6.8591, -2.0917], [1.8709, -4.3485, -1.2456], [1.7971, 5.9434, -0.0190], [1.3480, -2.3210, 3.6064], [-4.0058, 5.1218, -3.1686], [-0.9225, -4.4456, 1.5656], [-3.3999, 1.7884, 1.4214], [-1.9802, 4.4060, -1.8027], [-5.3888, -7.7751, -4.0747], [2.2845, 7.7549, -5.9687], [-4.2881, -5.5955, -3.3412], [1.2565, -5.6762, -0.7874], [6.6112, 1.9324, 7.6767], [-4.3067, -7.6008, -4.1199], [-1.7437, -4.3412, 2.2869], [-2.5060, -1.9493, -1.2047], [-3.9292, -7.1260, -5.5420], [4.8017, 8.1621, -4.7912], [1.6445, -0.8865, 4.0691], [-3.3578, -4.0978, -2.5331], [0.5170, -5.5181, 0.0085], [5.8900, 1.3412, 7.1195], [2.7701, 6.1891, 0.4060], [3.8618, 1.7456, 5.9481], [0.4807, -6.5067, -2.2108], [3.8229, -0.9703, 3.8704], [-3.2797, -5.7877, 2.8784], [0.8958, 7.3297, -4.9619], [2.9769, -0.2029, 2.4938], [-3.4390, -6.1439, -5.5146], [-3.5266, 4.5137, -4.7574], [-1.9585, -2.2031, 1.1153], [-2.4214, -6.0058, -0.4121], [7.6435, 3.5694, 4.3084], [-2.1766, -0.9318, -1.0013], [-4.2518, -2.8400, 2.3991], [2.6905, 9.7769, -4.4732], [2.2013, -2.4157, -0.2920], [0.8403, 5.6625, -1.9229], [1.2849, 4.7366, 0.5703], [-0.9959, -2.1466, 3.2492], [6.7076, 3.8813, 7.2140], [5.8592, 8.3261, -4.6016], [-1.2893, 1.5203, 1.7656], [-2.7678, 2.7675, 2.7512], [2.8503, 8.0788, -3.2786], [8.6800, 4.0132, 5.6737], [1.5053, 8.1591, -5.3205], [2.9846, -0.3208, 3.5850], [-2.5021, 2.4029, -1.2567], [3.1467, 0.6581, 4.0339], [1.2958, 9.3081, -3.5191], [7.7927, 3.4507, 5.3816], [2.0314, -6.3450, -0.3905], [6.4298, 0.6417, 6.4809], [-0.2907, -8.6807, -0.3339], [-3.7668, -0.4851, 1.7982], [4.7334, 7.1710, -2.6291], [-3.9528, 6.2160, -4.5593], [4.0553, 2.9917, 0.9734], [-3.9118, -2.3426, 0.3655], [0.8380, -0.2297, 3.7230], [-3.1220, 0.8381, 3.2672], [-3.8058, -8.5534, -3.9037], [2.5164, 5.1044, -1.8774], [-3.4716, 5.3666, -4.0812], [-3.4419, -5.6857, -0.6632], [4.1489, 7.7849, -3.4829], [-3.6076, -1.3416, 3.6856], [-1.3077, 1.2930, 0.3523], [3.4633, 3.5882, 0.2834], [2.1635, 6.8345, -1.9239], [-1.0405, -2.7622, -1.8890], [4.3832, 9.0458, -5.2644], [1.6105, -0.8690, 5.1680], [-1.3535, -6.6898, 1.3367], [-2.0720, -7.0269, -1.4245], [-2.0634, -2.8463, 2.3938], [-1.9156, -7.1924, -3.4970], [6.5815, 3.9610, 6.1334], [2.3040, -3.4809, -0.0499], [6.4118, 5.0131, 5.9092], [-3.9355, -0.2450, 2.8607]], "max_force_ev_per_a": 0.59, "homo_ev": -7.98, "lumo_ev": 0.05, "gap_ha": 0.295, "smiles": "CCCCN(CCCC[C@@](COCOCCO)(CO[C@@H](F)CC)OC[C@@H](Cl)CC)C(=S)SCCC.CCOC(C)=O.CCOC(C)=O.CCOC(C)=O.CCOC(C)=O"}